# C22H23BCoN13S

A structure of composition C22H23BCoN13S (ωB97M-V with the def2-TZVPD basis set, the OMol25 dataset).

```
61
Properties=species:S:1:pos:R:3:nbo_charge:R:1
Co 0.533 0.034 0.189 1.20
C 0.092 4.140 0.116 -0.30
C 0.307 2.960 0.801 0.00
N 0.430 1.940 -0.063 -0.31
N 0.278 2.452 -1.312 -0.31
C 0.061 3.768 -1.214 0.05
B 0.134 1.420 -2.478 0.93
N 1.396 0.521 -2.427 -0.32
C 2.278 0.154 -3.354 0.08
C 3.195 -0.715 -2.773 -0.32
C 2.773 -0.860 -1.467 0.01
N 1.698 -0.075 -1.262 -0.31
N -1.046 0.503 -2.004 -0.31
C -2.193 0.145 -2.586 0.08
C -2.887 -0.700 -1.733 -0.32
C -2.076 -0.833 -0.619 0.00
N -0.981 -0.087 -0.788 -0.22
N -0.062 1.951 -3.852 -0.43
C -0.023 3.179 -4.456 -0.02
C -0.244 3.001 -5.787 -0.32
C -0.407 1.609 -5.936 -0.02
N -0.301 0.970 -4.786 -0.30
H -0.040 5.126 0.526 0.27
H 0.376 2.816 1.864 0.22
H -0.113 4.377 -2.080 0.24
H 2.202 0.526 -4.363 0.26
H 4.038 -1.188 -3.246 0.27
H 3.189 -1.453 -0.669 0.23
H -2.442 0.513 -3.567 0.27
H -3.847 -1.158 -1.902 0.27
H -2.224 -1.416 0.276 0.22
H 0.177 4.095 -3.930 0.21
H -0.264 3.758 -6.552 0.25
H -0.599 1.049 -6.840 0.23
C -1.126 -5.671 -1.662 -0.60
C 0.066 -4.747 -1.917 -0.46
C 0.339 -3.826 -0.771 0.11
N 0.401 -2.551 -0.863 -0.26
N 0.643 -1.933 0.371 -0.43
C 0.789 -2.802 1.356 0.25
N 1.046 -2.507 2.650 -0.78
S 0.590 -4.423 0.850 0.45
H -1.321 -6.273 -2.546 0.25
H -2.027 -5.100 -1.434 0.22
H -0.937 -6.358 -0.834 0.21
H -0.103 -4.115 -2.789 0.25
H 0.964 -5.338 -2.108 0.25
H 1.540 -1.661 2.875 0.41
H 1.203 -3.272 3.287 0.43
N -3.604 -0.498 5.060 -0.17
C -2.577 -0.229 4.621 0.21
C -1.293 0.112 4.065 -0.15
C -0.241 0.544 4.860 -0.06
C 0.976 0.842 4.259 -0.23
C 1.094 0.704 2.892 0.00
N 0.069 0.281 2.126 -0.51
C -1.098 -0.008 2.696 0.11
H -0.377 0.650 5.929 0.27
H 1.819 1.187 4.841 0.27
H 2.022 0.950 2.385 0.23
H -1.899 -0.337 2.049 0.23
```

Results
- Net charge: +2
- E_HOMO: -14.1455 eV

---

# C22H23BCrF10N9O3S2

A structure of composition C22H23BCrF10N9O3S2 (ωB97M-V with the def2-TZVPD basis set, the OMol25 dataset).

```
71
Properties=species:S:1:pos:R:3:mulliken_spin:R:1
Cr -0.308 -0.457 0.512 1.07
S -1.326 1.683 1.014 -0.08
C -1.713 1.797 2.725 0.00
S -2.198 0.460 3.618 0.00
C -1.623 3.068 3.310 0.00
C -1.398 4.230 2.574 0.00
N -1.234 5.235 2.027 0.00
C -1.666 3.256 4.688 0.00
N -1.614 3.455 5.828 0.00
O -1.467 -3.029 2.420 0.00
C -2.310 -2.391 1.829 0.00
C -3.814 -2.708 1.896 0.00
C -4.441 -1.496 1.240 0.00
C -3.256 -0.855 0.519 0.00
O -3.376 -0.027 -0.369 0.00
N -2.088 -1.334 1.008 -0.01
H -4.130 -2.865 2.928 0.00
H -3.987 -3.627 1.332 0.00
H -4.785 -0.776 1.986 0.00
H -5.258 -1.703 0.548 0.00
C 3.345 1.713 -1.009 0.00
C 2.557 0.421 -0.692 0.00
O 1.318 0.665 -0.282 -0.01
C 2.531 -0.429 -2.000 0.00
F 1.543 -1.312 -2.028 0.00
F 2.282 0.385 -3.069 0.00
F 3.674 -1.048 -2.329 0.00
C 3.373 -0.349 0.392 0.00
F 4.555 -0.841 -0.033 0.00
F 3.716 0.487 1.404 0.00
F 2.698 -1.334 0.960 0.00
H 2.792 2.279 -1.753 0.00
H 4.338 1.469 -1.378 0.00
H 3.407 2.302 -0.100 0.00
F 0.520 -2.467 0.139 0.01
B 1.268 -3.703 -0.012 0.01
F 1.538 -4.210 1.231 0.00
F 0.523 -4.583 -0.757 0.00
F 2.447 -3.418 -0.668 0.00
C 0.400 1.800 -5.409 0.00
C -0.781 0.860 -5.630 0.00
C -0.295 -0.576 -5.796 0.00
C -1.823 0.971 -4.500 0.00
N -1.505 0.220 -3.322 0.00
C -0.973 0.605 -2.149 0.03
N -0.979 -0.441 -1.347 -0.05
N -1.505 -1.445 -2.037 0.01
N -1.825 -1.072 -3.201 0.00
H 1.100 1.718 -6.239 0.00
H 0.925 1.544 -4.496 0.00
H 0.067 2.835 -5.348 0.00
H -1.297 1.166 -6.549 0.00
H 0.267 -0.894 -4.923 0.00
H 0.357 -0.653 -6.663 0.00
H -1.130 -1.259 -5.928 0.00
H -2.778 0.578 -4.857 0.00
H -1.953 2.017 -4.213 0.00
H -0.630 1.583 -1.881 0.00
N 2.151 0.628 6.123 0.00
C 1.679 0.324 4.859 0.00
C 1.224 -0.951 4.523 0.00
C 0.715 -1.187 3.263 0.03
N 0.633 -0.244 2.324 -0.04
C 1.171 0.947 2.611 0.02
C 1.692 1.276 3.839 0.00
H 1.783 0.036 6.852 0.00
H 2.099 1.610 6.354 0.00
H 1.232 -1.741 5.260 0.00
H 0.314 -2.156 2.995 0.00
H 1.159 1.682 1.816 0.00
H 2.072 2.271 4.019 0.00
```

Results
- Net charge: -2
- E_HOMO (spin up / spin down): -2.0307 / -2.0358 eV
- 2S+1: 2

---

# C22H23Br2N8O5Yb

A structure of composition C22H23Br2N8O5Yb (ωB97M-V with the def2-TZVPD basis set, the OMol25 dataset).

```
61
Properties=species:S:1:pos:R:3:nbo_charge:R:1
Yb -16.475 1.981 -0.818 1.94
O -20.437 3.024 1.061 -0.67
C -19.369 2.898 0.423 0.60
N -18.232 2.327 0.752 -0.77
C -17.903 1.908 2.075 0.19
C -18.781 1.499 3.104 -0.25
C -18.308 1.032 4.328 -0.23
C -16.945 0.939 4.540 -0.22
C -16.047 1.358 3.582 -0.25
C -16.492 1.909 2.375 0.11
N -15.725 2.406 1.308 -0.78
C -14.545 3.002 1.508 0.62
O -13.906 3.189 2.563 -0.66
C -13.938 3.571 0.255 0.16
C -12.889 4.445 0.391 -0.21
C -12.329 4.995 -0.743 -0.15
C -12.805 4.641 -1.988 -0.25
C -13.859 3.732 -2.017 0.06
N -14.428 3.280 -0.932 -0.53
C -19.236 3.616 -0.940 0.18
C -20.326 4.348 -1.440 -0.22
C -20.164 5.100 -2.594 -0.15
C -18.914 5.181 -3.199 -0.26
C -17.885 4.438 -2.641 0.06
N -18.039 3.652 -1.560 -0.54
H -19.838 1.507 2.852 0.24
H -18.964 0.638 5.068 0.21
H -16.582 0.461 5.437 0.21
H -14.980 1.286 3.745 0.24
H -12.612 4.724 1.397 0.26
H -11.501 5.709 -0.661 0.22
H -12.443 5.027 -2.924 0.23
H -14.329 3.391 -2.953 0.21
H -21.266 4.332 -0.904 0.26
H -21.027 5.686 -2.939 0.22
H -18.714 5.881 -3.950 0.23
H -16.870 4.572 -3.001 0.20
Br -15.953 -0.788 -5.998 0.05
C -14.889 0.571 -5.246 -0.57
Br -15.898 2.185 -5.154 0.01
H -13.959 0.710 -5.849 0.24
H -14.680 0.270 -4.197 0.29
N -16.217 -0.310 0.166 -0.69
N -15.511 -1.236 -0.710 -0.52
C -14.781 -0.588 -1.773 0.89
O -13.967 -1.238 -2.396 -0.69
O -15.107 0.613 -1.978 -0.84
H -15.782 -0.194 1.091 0.39
H -17.123 -0.723 0.366 0.38
H -15.008 -1.973 -0.233 0.38
C -19.809 -0.312 -0.628 -0.41
N -20.006 0.032 -2.027 -0.59
C -19.053 0.599 -2.726 0.81
N -19.292 1.051 -3.975 -0.82
O -17.971 0.883 -2.183 -0.73
H -19.143 -1.156 -0.510 0.19
H -20.800 -0.540 -0.248 0.22
H -19.440 0.547 -0.103 0.24
H -20.860 -0.333 -2.484 0.40
H -20.189 0.945 -4.398 0.40
H -18.434 1.180 -4.508 0.43
```

Results
- Net charge: 0
- E_HOMO (spin up / spin down): -7.3653 / -7.3639 eV
- 2S+1: 2